[1]
{"formula": "C50H57O5SSi2W", "method": "wB97M-V/def2-TZVPD", "species": ["H", "C", "H", "H", "H", "C", "C", "C", "C", "C", "C", "H", "H", "H", "C", "C", "C", "H", "H", "H", "H", "H", "H", "C", "C", "H", "C", "C", "H", "H", "H", "C", "C", "H", "C", "C", "H", "C", "H", "W", "H", "H", "H", "C", "C", "H", "C", "H", "C", "H", "H", "C", "C", "C", "C", "C", "O", "C", "H", "C", "H", "C", "C", "H", "H", "H", "C", "H", "H", "H", "H", "O", "C", "C", "C", "H", "H", "C", "C", "C", "H", "C", "H", "C", "C", "O", "Si", "O", "H", "H", "H", "H", "C", "H", "C", "H", "O", "C", "H", "H", "H", "H", "S", "C", "C", "C", "Si", "H", "C", "C", "H", "H", "H", "H", "H", "H"], "coordinates": [[2.052994, 5.916208, 1.076060], [3.396165, -3.207132, 6.159834], [-3.956814, 4.364160, -3.540654], [2.350539, -4.646863, -3.181174], [-4.820777, 1.494218, -3.880789], [-0.141620, -0.450747, 6.201351], [-3.124908, 2.469145, -3.013346], [1.686338, 3.814936, 1.306482], [0.474226, 0.344735, -4.158573], [1.313553, -1.444716, 4.565741], [-2.009328, 1.667826, -1.240835], [-0.103675, -5.118511, 0.579689], [1.632752, 3.092653, -1.520932], [-0.411358, 2.613598, -5.254172], [0.177345, 5.322194, 0.216677], [-4.481869, 1.796982, -2.890958], [1.305394, 5.280140, -4.075963], [-4.443735, 0.907558, -2.262649], [0.904179, -3.708018, -3.553692], [0.189775, -2.563714, 6.010567], [-0.683662, -2.224356, -6.039805], [-3.593463, -2.827356, -0.243106], [-2.741453, -2.630979, -1.774637], [-1.064480, -2.220243, 1.856082], [-0.692303, 4.276087, -0.045251], [-1.199702, -3.016365, 2.590256], [0.808262, 2.766400, 1.064034], [-3.169832, 3.695944, -3.888942], [-1.097937, 0.913908, 2.679477], [-5.521408, 2.979328, 1.969744], [-3.908798, 2.906119, 0.123439], [-4.555388, 2.517176, 2.124026], [0.531852, 2.708577, -3.327464], [-0.820682, -0.559194, 7.037131], [3.631225, -5.345965, 7.238811], [0.162704, 3.223880, -4.569536], [-0.285286, 1.692068, 6.158462], [0.231361, -2.090937, -0.972198], [2.978448, -3.019705, 0.801242], [0.789467, -0.235028, -0.452204], [-1.425593, -0.033407, -2.403525], [3.393242, -0.922563, -1.565907], [-0.997598, -5.132061, -0.950012], [-0.370399, 2.982719, 0.358228], [3.080838, -1.789554, -2.155418], [1.751764, -5.614704, 4.433657], [1.752921, 0.439570, -4.708797], [1.599418, -2.068279, -6.974645], [1.310261, 3.481396, -2.476884], [-2.216260, 4.215264, -3.857117], [2.316351, -0.087335, 3.250961], [2.637673, -3.788886, 0.105888], [2.626204, -3.799419, 5.163608], [1.286955, -1.396240, -6.186605], [2.363494, -5.162679, 5.204214], [-2.070948, 1.356717, 2.508985], [-2.597899, 2.835460, -1.746599], [-2.984684, 1.400083, 3.548952], [-3.391253, 3.405603, -4.915302], [0.423894, -1.578247, 5.628279], [2.729659, -1.444049, -3.129220], [-1.351522, 1.842584, 0.149126], [0.157694, 0.813675, 5.707469], [-1.846007, -1.474124, 2.011857], [4.021647, -5.946680, 8.049213], [-5.205303, 2.496073, -2.472784], [1.441332, -4.220728, -2.751976], [2.434617, 1.197955, -4.342746], [-0.080761, 6.320263, -0.112116], [1.611331, 6.275833, -4.368494], [-1.416252, -0.692574, -4.294484], [1.048875, 0.818463, -1.919303], [2.158455, -0.423246, -5.710345], [-0.397743, -0.620888, -4.649125], [2.875812, -5.935371, 6.237751], [3.508223, -4.376228, -0.195736], [-4.943438, 2.017303, 4.172942], [1.616704, -0.180563, 4.071337], [-2.727286, -2.360153, -0.716232], [0.537951, 4.504377, -4.936170], [-1.860878, -5.178326, 0.584447], [-3.645739, 2.469910, 1.075984], [-2.797140, 0.929828, -1.033254], [0.148632, 1.278227, -2.990881], [1.374396, 5.096652, 0.880798], [-0.652086, 0.573392, 0.324327], [-1.143710, -2.897914, 0.116101], [2.064941, -0.354899, 0.659029], [-0.247938, -1.917044, -1.955446], [1.961214, -4.450789, 0.644611], [1.273952, 1.930146, 4.257873], [2.305290, 5.351459, -2.181160], [0.010987, -1.487136, -5.659032], [2.670941, -6.997444, 6.264803], [-1.314074, 1.055772, -2.504025], [4.477356, -3.516686, 7.977228], [-2.171652, 1.512151, -3.527145], [3.885027, -3.980387, 7.199518], [3.154344, -0.335046, -6.123729], [-0.108230, -1.749155, 2.095784], [-1.613491, 4.468848, -0.572272], [0.824206, -5.044068, -2.391164], [2.025451, -2.868435, 3.773322], [1.694477, 4.762819, -2.852686], [-4.231020, 1.980180, 3.359723], [-2.401211, 1.878762, 1.261063], [1.875471, -3.021092, -1.398112], [2.607878, 3.625176, 1.841949], [1.033241, 0.945909, 4.640885], [-0.994854, -4.751392, 0.072182], [-2.713359, 0.982347, 4.510216], [1.058890, 1.786436, 1.448308], [-2.856725, -1.277702, -0.629861], [0.243330, 4.892339, -5.902516], [4.003753, -2.355759, -2.322532], [3.607863, -2.146451, 6.120513]], "atomic_forces_ev_per_a": [[0.007, 0.002, 0.004], [-0.009, -0.001, -0.013], [0.005, 0.000, 0.004], [0.011, -0.007, 0.003], [-0.002, -0.001, -0.002], [-0.002, -0.013, -0.001], [0.007, 0.002, 0.009], [-0.002, 0.014, 0.017], [-0.013, -0.031, -0.013], [-0.029, -0.017, -0.032], [0.028, 0.019, 0.009], [0.011, -0.004, 0.000], [0.007, 0.015, -0.014], [-0.013, -0.003, -0.002], [-0.013, -0.017, -0.003], [-0.001, -0.002, -0.005], [-0.001, -0.007, -0.022], [-0.006, -0.001, -0.004], [0.005, -0.007, -0.015], [-0.004, -0.002, 0.004], [-0.003, -0.004, -0.003], [0.000, 0.003, 0.020], [-0.011, -0.005, -0.005], [0.030, 0.001, 0.032], [-0.008, 0.001, 0.025], [-0.013, -0.013, 0.001], [0.090, 0.046, -0.060], [0.005, -0.035, -0.006], [0.010, -0.005, 0.011], [-0.003, 0.002, -0.001], [-0.006, 0.000, -0.021], [-0.002, -0.008, 0.028], [0.014, -0.001, 0.005], [-0.005, -0.003, 0.003], [-0.004, 0.003, -0.004], [-0.045, -0.004, 0.014], [0.004, 0.005, 0.005], [0.280, 0.110, -0.130], [0.008, -0.008, 0.028], [-0.637, 0.251, 0.264], [0.006, 0.001, 0.002], [-0.103, -0.042, 0.043], [-0.005, -0.015, 0.000], [0.010, 0.027, -0.027], [0.058, -0.002, 0.012], [0.004, 0.005, -0.002], [0.004, 0.018, 0.021], [0.002, -0.003, -0.002], [-0.015, -0.003, 0.000], [0.047, 0.007, -0.005], [0.043, 0.015, -0.007], [-0.025, 0.030, 0.075], [-0.010, -0.038, -0.036], [0.015, 0.008, 0.002], [-0.011, -0.003, 0.013], [0.009, 0.022, -0.020], [0.012, 0.005, 0.041], [0.026, -0.008, 0.016], [0.000, -0.002, 0.000], [0.014, 0.007, 0.009], [0.005, 0.016, 0.005], [-0.139, -0.045, -0.021], [-0.014, 0.004, 0.013], [0.002, 0.007, 0.005], [0.002, 0.000, 0.003], [-0.005, 0.002, -0.002], [-0.043, -0.072, 0.025], [-0.003, -0.004, -0.001], [-0.002, 0.003, 0.001], [-0.003, 0.003, -0.002], [-0.014, 0.009, 0.003], [0.239, -0.138, 0.239], [-0.007, -0.006, -0.012], [0.006, -0.006, -0.012], [0.002, -0.015, 0.006], [0.009, 0.010, -0.006], [-0.003, 0.000, 0.000], [-0.019, 0.002, 0.010], [-0.006, 0.017, -0.016], [-0.014, 0.018, 0.001], [-0.006, 0.001, 0.007], [0.013, -0.027, -0.018], [0.015, 0.015, -0.005], [-0.040, 0.088, -0.063], [0.006, -0.025, 0.013], [0.213, -0.229, -0.047], [0.013, 0.018, 0.010], [0.031, -0.012, -0.245], [0.001, -0.012, 0.001], [0.005, -0.017, 0.008], [0.011, 0.007, -0.004], [0.002, -0.001, 0.003], [-0.014, 0.005, 0.005], [0.000, -0.004, 0.001], [-0.023, 0.009, -0.015], [0.003, 0.002, 0.004], [0.046, 0.012, 0.002], [-0.001, 0.006, 0.007], [0.005, -0.001, -0.003], [0.035, -0.011, 0.032], [-0.020, -0.005, 0.007], [-0.005, -0.007, -0.020], [0.028, 0.067, 0.010], [0.001, -0.018, 0.005], [-0.022, 0.009, -0.020], [0.004, 0.026, -0.016], [0.018, -0.015, -0.096], [-0.003, 0.006, 0.001], [-0.027, -0.012, -0.072], [-0.020, -0.020, -0.012], [0.000, 0.001, -0.005], [0.003, 0.046, 0.079], [-0.010, -0.003, -0.009], [0.002, 0.001, 0.000], [-0.027, -0.019, -0.042], [-0.003, 0.012, -0.005]], "mulliken_charge": [0.471, -0.345, 0.437, 0.415, 0.466, -0.552, 1.508, -1.153, -0.248, -0.020, -0.368, 0.315, 0.440, 0.495, -1.133, -1.746, -0.814, 0.246, 0.263, 0.519, 0.477, 0.548, 0.305, -0.320, 0.278, 0.738, 0.238, -1.695, 0.348, 0.493, 0.505, -1.001, -0.174, 0.444, -0.457, -0.414, 0.448, 1.227, 0.208, 0.722, -0.514, 0.345, 0.303, -0.201, -0.952, 0.423, -0.861, 0.449, -0.460, 0.342, 0.595, -0.880, 0.225, -0.575, -0.320, -0.103, -0.201, -0.899, 0.390, -0.630, 0.067, 1.370, -0.627, 0.255, 0.384, 0.391, -1.080, 0.410, 0.453, 0.437, 0.527, -0.577, -0.609, -0.096, -0.552, 0.515, 0.428, -0.288, -0.914, -0.732, 0.383, -0.423, 0.472, 2.876, -0.750, -0.216, 0.378, -0.687, -0.582, 0.151, 0.411, 0.554, -1.044, 0.378, 0.178, 0.386, -0.240, -0.597, 0.462, -0.603, 0.607, 0.345, 0.129, -0.749, -0.897, 0.180, 0.242, 0.542, -0.402, -1.186, 0.515, 0.335, 0.021, 0.467, 0.602, 0.406], "total_energy_ha": -3359.89387, "charge": 1, "gap_ev": 6.225}


[2]
{"formula": "C3H12N2O3", "method": "wB97M-V/def2-TZVPD", "species": ["N", "H", "H", "H", "H", "H", "H", "C", "H", "C", "H", "H", "C", "O", "O", "O", "N", "H", "H", "H"], "coordinates": [[-1.324171, -1.695579, 0.683238], [-1.001062, -0.770437, 2.571284], [-0.968162, 0.663838, -1.068337], [-2.139310, -1.095110, 0.597237], [-0.453593, 0.449415, 3.421430], [1.022413, 2.153716, 2.097822], [1.227631, 1.324356, -1.442531], [-0.680548, -0.352859, -1.363210], [0.431913, -1.925996, -0.394521], [-0.224839, -1.110107, -0.106365], [-1.633730, -2.592445, 0.334592], [0.267736, -0.417788, 0.559118], [0.451680, -0.318914, -2.351637], [-0.982578, 0.199169, 2.660915], [0.524990, -1.124761, -3.259741], [1.566702, 2.705895, 1.521725], [1.428783, 0.582151, -2.088139], [1.818864, 3.414141, 2.126754], [2.251579, 0.634634, -2.667131], [-1.584300, -0.723320, -1.832506]], "atomic_forces_ev_per_a": [[-0.318, 0.194, -0.001], [0.154, 0.241, -0.052], [0.203, 0.052, 0.076], [0.043, 0.055, 0.217], [-0.064, -0.359, 0.155], [-0.090, -0.192, -0.344], [0.275, 0.093, 0.083], [-0.167, 1.012, 0.373], [0.263, 0.034, 0.079], [-0.990, -0.624, -0.054], [0.240, -0.097, -0.217], [0.498, 0.103, 0.006], [0.009, -0.449, -0.513], [-0.039, 0.266, -0.049], [0.096, -0.030, -0.081], [-0.121, 0.030, 0.514], [-0.087, 0.306, 0.235], [0.143, 0.096, -0.282], [-0.187, -0.043, -0.024], [0.138, -0.690, -0.122]], "mulliken_charge": [-0.686, 0.355, 0.330, 0.226, 0.293, 0.290, 0.189, -0.658, 0.413, -0.261, 0.252, 0.141, 0.441, -0.661, -0.625, -0.608, -0.358, 0.309, 0.222, 0.395], "total_energy_ha": -456.75200, "charge": 0, "smiles": "NCCC(N)=O.O.O", "gap_ev": 9.878}


[3]
{"formula": "C3H4N2O", "method": "wB97M-V/def2-TZVPD", "species": ["O", "C", "N", "C", "H", "H", "H", "H", "C", "N"], "coordinates": [[-1.701948, -1.098799, 0.041751], [-0.485186, -0.485003, -0.151583], [0.754412, -0.891184, 0.521298], [-0.328334, 0.974111, -0.345633], [-1.090434, 1.677597, -0.677950], [-2.166736, -0.732352, 0.803619], [0.053384, -1.025948, -0.967444], [2.573212, 0.111494, 0.514363], [1.502248, 0.143935, 0.357487], [0.889382, 1.326146, -0.095912]], "atomic_forces_ev_per_a": [[0.033, 0.014, 0.377], [0.554, -0.480, -0.486], [0.437, 0.403, 0.961], [0.311, 0.007, -0.134], [0.180, -0.229, -0.072], [0.200, 0.008, 0.001], [-1.348, 0.478, -1.211], [-0.084, 0.122, 0.142], [0.123, -0.286, 0.497], [-0.405, -0.037, -0.074]], "mulliken_charge": [-0.480, 0.404, -0.501, -0.156, 0.383, 0.337, 0.218, 0.392, -0.103, -0.493], "total_energy_ha": -301.40276, "charge": 0, "smiles": "O[C@H]1C=NC=N1", "gap_ev": 10.452}


[4]
{"formula": "C5H7NOS", "method": "wB97M-V/def2-TZVPD", "species": ["H", "H", "C", "C", "C", "N", "H", "S", "H", "O", "H", "H", "H", "C", "C"], "coordinates": [[-3.689347, 0.761813, -0.311060], [-0.960220, -0.082115, 1.626826], [0.630776, 0.101299, 0.250985], [-0.764822, 0.312611, 0.634835], [2.775375, -0.155666, -0.181250], [2.375661, -1.393019, 0.047508], [3.837884, 0.013548, -0.464605], [-3.405015, -0.496709, 0.054885], [1.792180, 1.900632, -0.323462], [1.048224, -1.184033, 0.390450], [-1.475176, -0.025918, -1.390943], [-0.939117, 1.418979, 0.550755], [-1.303001, -1.529124, -0.491981], [1.737662, 0.820400, -0.032821], [-1.661063, -0.462695, -0.360121]], "atomic_forces_ev_per_a": [[0.032, -0.021, 0.043], [0.097, 0.314, 0.273], [2.135, -1.377, 1.102], [-0.808, 0.687, -1.059], [1.209, -0.373, -0.344], [-0.494, 2.514, 0.257], [-1.053, -0.115, 0.248], [-0.184, -0.029, -0.034], [0.014, -1.296, 0.611], [-1.196, -1.317, -0.176], [-0.516, -0.408, 1.086], [-0.235, -1.045, 0.400], [-0.521, 1.131, 0.566], [0.367, 1.496, -1.349], [1.152, -0.161, -1.625]], "mulliken_charge": [0.117, 0.251, 0.403, -0.255, -0.173, -0.405, 0.375, -0.201, 0.294, -0.143, 0.349, 0.300, 0.339, -0.490, -0.761], "total_energy_ha": -722.84051, "charge": 0, "smiles": "SCCc1ccno1", "gap_ev": 10.068}


[5]
{"formula": "C4H3HgO2", "method": "wB97M-V/def2-TZVPD", "species": ["C", "C", "H", "H", "Hg", "C", "C", "H", "O", "O"], "coordinates": [[4.290474, -0.904938, -0.024464], [0.624622, 0.417323, 0.261006], [-1.732838, -1.308424, -1.083130], [-2.819077, 0.955229, 0.309479], [2.648372, 2.173342, 0.370366], [-0.508478, -0.033484, 0.071085], [-1.815974, -0.636931, -0.210165], [-2.124622, -1.261680, 0.646723], [-2.784469, 0.374060, -0.455910], [4.221990, 0.225504, 0.115010]], "atomic_forces_ev_per_a": [[-0.106, 1.454, 0.180], [-0.639, 0.511, -0.191], [-0.286, 0.525, 0.224], [0.123, -0.034, 0.022], [-1.995, -0.420, 0.046], [2.208, 0.559, 0.199], [0.129, -0.133, 0.464], [0.100, 0.107, -0.253], [-0.269, -0.321, -0.405], [0.735, -2.247, -0.285]], "mulliken_charge": [0.084, -0.106, 0.238, 0.315, 0.402, -0.208, -0.347, 0.226, -0.519, -0.085], "total_energy_ha": -457.93264, "charge": 0, "gap_ev": [9.311, 6.433], "multiplicity": 2}


Results for ΔE to the lowest compared entry with this formula, charge and spin: 0.00, 11.40, 53.01, 48.67, 0.00 (in kcal/mol, following the order of the records).